(A)
Below is a structure of composition C40H34BrCsF6N3O2P2, with properties calculated with wB97M-V/def2-TZVPD.

* Kohn-Sham gap (alpha / beta): 7.6139 / 5.3905 eV
* multiplicity: 2

Structure (XYZ):
```
89
C40H34BrCsF6N3O2P2 wB97M-V/def2-TZVPD
Cs -0.260 0.920 -0.185
Br 3.380 4.963 2.063
C 3.325 3.742 0.658
C 4.270 2.699 0.616
C 4.219 1.786 -0.391
C 3.196 1.860 -1.414
O 3.100 0.974 -2.278
C 2.249 2.983 -1.358
C 1.186 2.950 -2.392
N 0.149 3.665 -2.544
C -0.132 4.850 -1.850
C 0.475 6.022 -2.217
C 0.128 7.240 -1.593
C -0.818 7.277 -0.612
C -1.472 6.083 -0.218
C -2.447 6.051 0.808
C -3.024 4.868 1.157
C -2.637 3.703 0.460
N -1.753 3.690 -0.504
C -1.148 4.862 -0.844
C 2.332 3.881 -0.321
H 5.012 2.632 1.400
H 4.903 0.949 -0.445
H 1.315 2.126 -3.090
H 1.224 6.009 -2.999
H 0.627 8.148 -1.905
H -1.081 8.207 -0.125
H -2.711 6.974 1.309
H -3.753 4.797 1.952
H -3.081 2.747 0.724
H 1.633 4.699 -0.236
C -4.288 -0.251 0.443
C -3.927 -0.381 -1.031
C -5.144 -0.195 -1.932
C -3.206 -1.698 -1.356
C -3.966 -2.978 -0.982
O -3.251 -3.484 0.164
C -2.102 -2.768 0.232
N -1.960 -1.798 -0.577
C -1.170 -3.195 1.302
C -1.754 -3.750 2.435
C -0.981 -4.160 3.509
C 0.393 -4.044 3.430
C 0.982 -3.509 2.293
C 0.226 -3.060 1.215
P 1.055 -2.311 -0.257
C 2.796 -2.180 0.288
C 3.849 -2.867 -0.308
C 5.162 -2.607 0.069
C 5.436 -1.669 1.051
C 4.390 -0.977 1.652
C 3.083 -1.220 1.264
C 1.098 -3.724 -1.414
C 1.310 -3.409 -2.758
C 1.398 -4.406 -3.719
C 1.252 -5.736 -3.346
C 1.025 -6.058 -2.016
C 0.954 -5.060 -1.054
H -4.775 0.707 0.632
H -3.413 -0.318 1.092
H -4.992 -1.032 0.745
H -3.204 0.399 -1.295
H -5.914 -0.942 -1.725
H -4.875 -0.277 -2.988
H -5.598 0.785 -1.779
H -2.970 -1.693 -2.423
H -3.913 -3.736 -1.764
H -5.004 -2.825 -0.692
H -2.830 -3.844 2.471
H -1.452 -4.563 4.395
H 1.021 -4.364 4.252
H 2.059 -3.437 2.260
H 3.651 -3.607 -1.073
H 5.971 -3.148 -0.405
H 6.459 -1.481 1.352
H 4.587 -0.249 2.429
H 2.279 -0.672 1.747
H 1.413 -2.370 -3.053
H 1.571 -4.144 -4.755
H 1.312 -6.517 -4.093
H 0.906 -7.094 -1.723
H 0.780 -5.327 -0.018
F -1.224 -0.105 2.208
P -0.598 0.695 3.501
F 0.664 -0.317 3.472
F 0.207 1.643 2.399
F 0.051 1.525 4.697
F -1.844 1.717 3.421
F -1.389 -0.268 4.493
```



(B)
Below is a structure of composition C40H34BrCsF6N3O2P2, with properties calculated with wB97M-V/def2-TZVPD.

* Kohn-Sham gap (alpha / beta): 7.5385 / 5.3519 eV
* multiplicity: 2

Structure (XYZ):
```
89
C40H34BrCsF6N3O2P2 wB97M-V/def2-TZVPD
Cs 0.251 -0.132 0.401
Br -1.149 4.962 3.230
C -1.742 3.919 1.808
C -1.750 4.472 0.516
C -2.160 3.709 -0.535
C -2.567 2.332 -0.345
O -2.850 1.619 -1.320
C -2.585 1.804 1.026
C -2.951 0.366 1.125
N -2.893 -0.444 2.098
C -2.672 -0.087 3.441
C -3.680 0.488 4.168
C -3.519 0.750 5.547
C -2.361 0.421 6.183
C -1.307 -0.196 5.462
C -0.086 -0.565 6.078
C 0.895 -1.148 5.335
C 0.653 -1.356 3.960
N -0.460 -1.038 3.351
C -1.450 -0.460 4.088
C -2.162 2.605 2.059
H -1.417 5.491 0.378
H -2.158 4.077 -1.552
H -3.239 -0.054 0.164
H -4.609 0.738 3.672
H -4.330 1.213 6.093
H -2.229 0.621 7.239
H 0.050 -0.370 7.135
H 1.846 -1.433 5.762
H 1.433 -1.795 3.343
H -2.138 2.238 3.074
C 2.905 -3.307 1.112
C 1.638 -3.852 0.467
C 1.370 -5.291 0.895
C 1.650 -3.741 -1.067
C 2.846 -4.402 -1.760
O 3.661 -3.291 -2.182
C 2.887 -2.188 -2.037
N 1.753 -2.331 -1.484
C 3.516 -0.931 -2.520
C 4.902 -0.889 -2.476
C 5.599 0.236 -2.887
C 4.895 1.317 -3.383
C 3.508 1.273 -3.441
C 2.785 0.169 -3.004
P 0.931 0.201 -3.024
C 0.591 1.942 -3.451
C -0.131 2.346 -4.567
C -0.430 3.689 -4.761
C 0.010 4.644 -3.859
C 0.744 4.251 -2.743
C 1.015 2.910 -2.531
C 0.570 -0.692 -4.573
C -0.684 -1.297 -4.663
C -1.070 -1.966 -5.816
C -0.194 -2.048 -6.889
C 1.060 -1.459 -6.806
C 1.440 -0.781 -5.657
H 2.846 -3.392 2.199
H 3.081 -2.259 0.867
H 3.784 -3.878 0.800
H 0.781 -3.251 0.794
H 2.190 -5.952 0.604
H 0.453 -5.679 0.447
H 1.268 -5.365 1.978
H 0.715 -4.165 -1.441
H 2.558 -4.955 -2.654
H 3.453 -5.038 -1.117
H 5.435 -1.748 -2.093
H 6.677 0.266 -2.814
H 5.414 2.204 -3.720
H 2.983 2.136 -3.829
H -0.461 1.615 -5.294
H -0.997 3.989 -5.634
H -0.208 5.692 -4.026
H 1.110 4.987 -2.039
H 1.607 2.620 -1.668
H -1.365 -1.239 -3.821
H -2.048 -2.425 -5.873
H -0.489 -2.575 -7.788
H 1.745 -1.525 -7.642
H 2.420 -0.323 -5.605
F 2.961 0.011 0.368
P 3.485 1.360 1.171
F 3.326 2.189 -0.208
F 1.888 1.693 1.492
F 3.923 2.675 1.957
F 3.532 0.483 2.525
F 4.995 0.985 0.822
```



Name the least stable of them. (B).



(A)
Below is the ion C5H14N2 with charge -1, with properties calculated with wB97M-V/def2-TZVPD.

* Kohn-Sham gap (alpha / beta): 2.3010 / 8.3485 eV
* multiplicity: 2
* charge: -1

Structure (XYZ):
```
21
C5H14N2 wB97M-V/def2-TZVPD
N 2.753 -1.057 -0.519
C 2.015 -1.239 0.693
C 0.918 -0.217 0.959
N -0.269 -0.403 0.121
C -1.034 1.976 -0.445
C -1.350 0.522 0.091
C -2.498 0.016 -0.762
H 3.768 -1.106 -0.351
H 2.593 -1.905 -1.071
H 2.644 -1.149 1.584
H 1.647 -2.275 0.848
H 0.598 -0.306 2.024
H 1.270 0.832 0.904
H -0.217 -0.950 -0.750
H -0.104 2.400 -0.018
H -1.766 2.739 -0.196
H -0.909 1.968 -1.538
H -1.774 0.608 1.116
H -2.720 -0.951 -0.318
H -2.119 -0.058 -1.780
H -3.446 0.556 -0.591
```



(B)
Below is the ion C5H14N2 with charge -1, with properties calculated with wB97M-V/def2-TZVPD.

* Kohn-Sham gap (alpha / beta): 2.5852 / 8.7288 eV
* multiplicity: 2
* charge: -1

Structure (XYZ):
```
21
C5H14N2 wB97M-V/def2-TZVPD
C 1.602 0.192 1.877
C 1.201 0.955 0.645
C 1.609 0.287 -0.710
C 0.634 -0.761 -1.189
N -0.794 -0.411 -1.221
C -1.864 -0.653 -0.250
N -2.364 0.397 0.598
H 2.638 0.113 2.204
H 1.238 -0.847 1.953
H 0.886 0.530 2.672
H 1.568 1.985 0.667
H 0.119 1.007 0.647
H 1.730 1.165 -1.345
H 2.591 -0.184 -0.550
H 0.634 -1.639 -0.508
H 0.957 -1.212 -2.130
H -1.153 -0.543 -2.149
H -2.667 -1.021 -0.888
H -1.704 -1.514 0.416
H -2.632 1.232 0.088
H -1.651 0.791 1.205
```



Name the least stable of them. (B).